(1)
Here is the molecule C7H9NOS at a distorted geometry from the OMol25 dataset. Energies are from ωB97M-V with the def2-TZVPD basis set.

Last column: Löwdin charge in e.
Positions of all 19 atoms, in Å:
H  -0.02476  1.31725  -2.11653  0.1112
H  0.31462  1.67820  1.94202  0.1227
N  0.59330  -1.12253  0.20003  -0.1770
H  -1.60569  1.76811  -2.27702  0.1253
C  -1.26740  0.37721  -0.58621  -0.3877
H  -1.38651  3.12395  -0.28716  0.1572
H  -2.22194  0.41450  -0.06363  0.0850
H  2.18324  0.10038  2.83975  0.1133
O  -0.55534  2.67028  -0.67802  -0.0626
H  0.86502  -2.42278  -1.50284  0.1020
C  0.47181  0.63868  1.54851  -0.0820
S  -1.42290  -1.29973  -1.44347  0.8745
C  -0.83541  1.59759  -1.46487  -0.3405
C  1.47555  -1.32832  1.19558  -0.1049
H  2.17861  -2.23206  1.18385  0.1390
C  -0.01452  0.04735  0.41742  -0.2541
H  -0.25281  -3.06090  -0.24239  0.1265
C  1.40409  -0.24126  2.09713  -0.0955
C  0.10103  -2.02593  -0.76217  -0.4525

Results
M (u): 155.222
Energy above the lowest of the compared OMol25 structures with the same formula, charge and spin (kcal per mole): 23.8
SMILES: OC[C@H]1SCn2cccc21
Charge: 0

***

(2)
Here is a cluster of 2 separate species, C2H5BrClN in total at a distorted geometry from the OMol25 dataset. Energies are from ωB97M-V with the def2-TZVPD basis set.

Last column: Löwdin charge in e.
Positions of all 10 atoms, in Å:
H  0.51268  0.57707  1.44429  0.1068
Cl  0.50899  -2.18664  -0.05019  0.6027
Br  -3.33685  -0.44158  0.16275  0.3716
H  2.41732  0.54790  -0.64147  0.0981
N  1.82291  -1.24252  -0.48568  -0.4038
C  1.60928  -0.03356  -0.28391  -0.3453
H  -3.71756  0.59274  -0.69985  -0.2938
H  -0.51855  0.07785  0.16332  -0.0559
H  0.30480  1.55465  0.05006  0.0534
C  0.39698  0.55410  0.34068  -0.1339

Results
M (u): 158.426
Energy above the lowest of the compared OMol25 structures with the same formula, charge and spin (kcal per mole): 43.8
SMILES: C/C=N\Cl.Br
Charge: 0

***

(3)
Here is a structure of composition C37H56AuN8P from the OMol25 dataset. Energies are from ωB97M-V with the def2-TZVPD basis set.

Last column: Löwdin charge in e.
Positions of all 103 atoms, in Å:
C  3.30018  3.77441  1.46893  -0.1808
H  4.63955  1.49894  -1.80113  0.0940
H  -3.37557  4.91381  -3.12421  0.1014
H  -2.50958  4.18102  -5.21685  0.0907
H  2.35530  -4.10461  2.96403  0.1045
H  -3.88631  -3.94840  1.30535  0.0877
C  -3.42574  -1.98411  -2.48706  -0.1981
N  -1.29117  -0.13820  -1.80444  -0.1475
C  -2.39850  -3.12348  -0.41183  -0.2341
C  4.54653  3.41560  2.29484  -0.1945
C  -2.40959  3.50557  -4.37719  -0.1235
H  2.25702  -4.41064  0.27501  0.1090
H  4.49117  3.88145  3.28105  0.1041
N  -2.48559  1.72512  -0.20427  -0.0084
H  0.83341  -4.40155  2.14718  0.1045
C  -2.82495  2.66633  0.83208  -0.2421
H  -0.17954  -0.99298  -3.39178  0.0963
C  3.90032  0.99132  -3.77361  -0.1903
H  4.24387  0.30484  -4.55052  0.1044
N  2.29546  0.23065  -1.36577  -0.1916
H  4.06486  -0.72643  -0.76372  0.0958
H  5.49742  0.16126  -2.54336  0.1117
H  1.60003  -0.25005  2.71353  0.1041
C  4.14892  1.17332  1.22242  -0.2157
H  -3.72957  1.35152  2.27279  0.1047
H  -3.44909  -4.07865  -1.99675  0.1141
N  2.71942  1.43580  1.06797  -0.1994
C  -1.82658  2.29317  -4.59417  -0.0961
H  -2.42675  -4.06236  0.14507  0.1063
C  -3.73083  -3.22711  2.09425  -0.0198
C  -2.58982  -1.00356  2.63738  -0.2293
H  2.90155  4.74406  1.77186  0.1082
H  3.45126  -1.25203  -2.32242  0.1135
H  4.10611  1.55405  3.32266  0.1100
C  -4.40528  -3.53831  3.25909  -0.0847
H  -2.95555  0.17653  4.33554  0.0913
C  -3.22090  -0.76546  3.87933  -0.0205
C  4.50836  0.60612  -2.41686  -0.1847
H  -2.07719  3.47192  0.83046  0.1266
H  4.24823  1.98642  -4.05899  0.1057
H  3.55664  3.85443  0.40870  0.1087
C  2.36615  0.97183  -3.69734  -0.1832
H  -1.49405  2.10774  -5.61138  0.1017
H  0.67307  -2.45405  0.03824  0.0792
H  -4.92383  -4.49125  3.22662  0.1062
N  -1.67472  -0.16587  2.16801  -0.1109
H  -3.35056  3.87932  -1.13153  0.0810
H  -3.03698  2.80978  2.95087  0.1105
C  -2.37888  2.03954  -1.44613  -0.2336
H  2.16178  -2.26550  -0.87748  0.0920
Au  -1.20476  -0.34108  0.20483  1.2857
C  1.76268  -2.31994  0.13218  -0.2302
H  1.98535  -0.01789  -3.96516  0.1018
C  1.99534  -1.18784  2.31832  -0.2069
H  2.99792  -1.32225  2.74714  0.1152
C  -1.73517  1.01652  -2.35142  -0.2238
H  -0.40988  -1.98163  -1.99793  0.0710
H  -0.71407  1.64920  2.18205  0.0648
H  -5.18077  -3.24965  5.20497  0.0952
C  -2.89736  3.93899  -3.12771  -0.0949
H  -4.47142  -3.09002  -0.96377  0.1105
C  -4.05208  -1.54928  4.65627  -0.0811
H  -2.36548  -1.37247  -4.23650  0.0975
H  -1.42754  -3.11684  -0.90498  0.0814
H  -4.32612  -1.09889  5.60489  0.1067
C  2.22850  2.70363  1.61461  -0.2244
H  -3.57209  -1.02567  -1.98434  0.1004
C  -2.86086  2.01388  2.22123  -0.1637
H  1.96307  2.59236  2.67636  0.1151
C  -1.60510  1.21907  2.63946  -0.2276
C  -2.13924  -1.92627  -3.32408  -0.1666
C  2.34964  -3.50755  0.88088  -0.1727
H  3.41894  -3.32495  1.01946  0.1130
H  4.30316  0.09657  1.31856  0.0985
C  3.59868  -0.37125  -1.68199  -0.2227
H  -4.26922  -2.10116  -3.17145  0.1086
C  4.67670  1.89470  2.45470  -0.1827
H  5.43987  3.81604  1.81031  0.1041
C  -2.87474  3.31385  -1.92181  -0.0208
C  -3.50016  -3.12138  -1.46656  -0.1797
N  -2.42371  -1.99625  0.51078  -0.0858
H  -1.84860  -2.93488  -3.63794  0.1152
H  1.92890  1.67859  -4.40456  0.1105
H  2.31382  2.27170  -1.98494  0.1208
N  2.09056  -1.08639  0.85015  -0.2118
C  1.89075  1.30245  -2.29217  -0.2162
C  -1.55748  1.22298  -3.71962  -0.0468
H  1.31722  2.97105  1.08571  0.0873
C  1.65356  -3.68574  2.23950  -0.1876
H  -1.47091  1.25018  3.72376  0.1029
H  -3.80168  3.14682  0.67947  0.1092
C  -2.92931  -2.12043  1.72921  -0.2138
C  -0.92385  -1.26717  -2.63568  -0.2463
H  0.81156  1.40157  -2.24862  0.0739
P  1.71926  0.41900  0.20132  0.5548
H  0.10347  -2.17180  2.33291  0.0778
C  1.10107  -2.34573  2.74078  -0.1838
N  0.28246  1.02082  0.29708  -0.3048
H  4.72290  1.50362  0.34533  0.1036
C  -4.56983  -2.81224  4.42645  -0.1127
H  0.99825  -2.34825  3.82760  0.1146
H  5.71650  1.61189  2.62806  0.1100
H  -1.04822  0.41811  -4.22761  0.0787

Results
M (u): 840.852
Charge: 0

***

(4)
Here is the molecule C4H7N3 at a distorted geometry from the OMol25 dataset. Energies are from ωB97M-V with the def2-TZVPD basis set.

Last column: Löwdin charge in e.
Positions of all 14 atoms, in Å:
C  1.88509  0.08340  0.00492  -0.0857
H  -0.44370  -1.91962  1.01101  0.1391
H  -2.41213  -0.13586  1.01001  0.1377
H  1.01460  2.74352  0.26163  0.0480
H  4.00207  -1.11848  -0.30949  0.1272
H  -2.15617  -0.47771  -0.68235  0.0476
C  0.51358  0.76858  0.05485  -0.3514
N  0.25674  2.10232  -0.05774  0.0754
C  3.05605  -0.32238  -0.00134  0.0409
H  -2.01264  1.37227  -0.28119  0.0959
H  -0.89762  -1.73766  -0.85214  0.0894
N  -0.55494  -0.11213  -0.15222  -0.2982
N  -0.38423  -1.53580  0.00437  0.0454
C  -1.86671  0.28956  -0.01032  -0.1114

Results
M (u): 97.121
Energy above the lowest of the compared OMol25 structures with the same formula, charge and spin (kcal per mole): 139.3
SMILES: [H]/N=C(\C#C)N(C)N
Charge: 0

***

These records have gap between HOMO and LUMO values of 8.7 10.6 6.8 9.2 eV, in the order they appear.
These records have E_tot values of -800.24615 -3168.10585 -2358.47683 -320.66133 hartree, in the order they appear.
These records have HOMO energy values of -8.1 -10.0 -6.6 -8.6 eV, in the order they appear.